Record 1
C35H48Cl2N2O15 | wB97M-V/def2-TZVPD

The HOMO energy is -8.25 eV. The LUMO energy comes out at -1.11 eV. For the gap between HOMO and LUMO, the calculation gives 7.14 eV. Its SMILES is CC[C@@H](C)c1cnc2cccc([C@@H](Cl)[C@H](C)Cl)c2n1.C[C@@H]1COC(=O)O1.C[C@@H]1COC(=O)O1.C[C@@H]1COC(=O)O1.C[C@@H]1COC(=O)O1.C[C@@H]1COC(=O)O1. The calculated total energy is -3520.5436 a.u.

Structure (ORCA input):
```
! RIJCOSX wB97M-V def2-TZVPD def2/J DEFGRID3
* xyz 0 1
C -1.821 1.598 1.298
C -0.376 2.389 1.548
C 0.684 1.328 2.211
C 2.153 1.971 2.591
C -0.002 0.483 3.470
C -0.937 1.246 4.562
N -1.654 0.621 5.726
C -1.370 -0.855 5.723
C -2.093 -1.751 6.931
C -1.907 -3.366 7.136
C -0.926 -4.153 6.073
C -0.163 -3.299 4.854
C 0.833 -4.183 3.871
Cl 0.493 -3.925 2.046
C 2.437 -4.027 4.263
C 3.139 -2.664 3.681
Cl 3.376 -5.473 3.494
C -0.411 -1.659 4.685
N 0.292 -0.989 3.538
H -2.278 1.978 0.274
H -2.520 1.833 2.213
H -1.655 0.419 1.209
H -0.498 3.326 2.240
H 0.003 2.700 0.481
H 0.901 0.510 1.369
H 2.977 1.123 2.435
H 2.177 2.314 3.729
H 2.423 2.850 1.849
H -1.069 2.424 4.425
H -2.769 -1.185 7.717
H -2.456 -3.934 8.010
H -0.738 -5.304 6.172
H 0.578 -5.332 4.072
H 2.582 -4.076 5.444
H 3.416 -1.941 4.583
H 2.558 -2.134 2.814
H 4.189 -2.988 3.218
C 4.296 2.016 -2.992
C 3.911 0.857 -2.094
C 2.535 0.983 -1.514
O 2.646 0.281 -0.290
C 3.958 0.347 0.080
O 4.383 0.021 1.176
O 4.734 0.827 -0.938
H 4.433 2.937 -2.413
H 5.255 1.811 -3.480
H 3.544 2.190 -3.767
H 4.035 -0.093 -2.627
H 1.775 0.522 -2.153
H 2.241 2.016 -1.300
C 3.794 6.080 -6.640
C 4.008 4.617 -6.973
C 2.987 4.066 -7.922
O 2.932 2.698 -7.562
C 3.304 2.624 -6.251
O 3.185 1.630 -5.554
O 3.827 3.811 -5.819
H 2.894 6.221 -6.031
H 4.633 6.457 -6.046
H 3.711 6.689 -7.545
H 5.027 4.458 -7.346
H 3.294 4.176 -8.967
H 1.990 4.501 -7.797
C -3.436 3.010 -7.236
C -2.033 3.143 -7.795
C -0.981 2.538 -6.915
O 0.161 3.323 -7.209
C -0.298 4.539 -7.624
O 0.403 5.527 -7.773
O -1.646 4.508 -7.850
H -3.569 3.636 -6.347
H -4.168 3.356 -7.973
H -3.668 1.972 -6.981
H -1.989 2.733 -8.811
H -0.797 1.487 -7.157
H -1.199 2.625 -5.845
C -0.547 -10.190 7.479
C -1.013 -8.748 7.437
C 0.042 -7.768 7.853
O -0.717 -6.701 8.391
C -1.891 -7.240 8.831
O -2.703 -6.652 9.525
O -2.038 -8.527 8.393
H -0.392 -10.527 8.510
H -1.313 -10.845 7.050
H 0.380 -10.328 6.915
H -1.413 -8.507 6.445
H 0.642 -7.423 7.005
H 0.712 -8.148 8.632
C -6.603 1.294 -2.342
C -5.233 1.942 -2.320
C -5.282 3.435 -2.197
O -4.099 3.842 -2.860
C -3.803 2.866 -3.766
O -2.965 2.971 -4.646
O -4.571 1.753 -3.561
H -7.137 1.528 -3.269
H -6.503 0.203 -2.308
H -7.210 1.611 -1.489
H -4.615 1.496 -1.531
H -5.269 3.763 -1.153
H -6.140 3.890 -2.703
*
```

***

Record 2
C55H38N8O6S6Sn | wB97M-V/def2-TZVPD

The HOMO energy is -1.92 eV. The LUMO energy comes out at 1.94 eV. For the gap between HOMO and LUMO, the calculation gives 3.86 eV. The value obtained for the relative energy (zero: lowest compared OMol25 entry of this formula, charge and spin) is 202.30 kJ/mol. The calculated total energy is -5611.6438 a.u.

Structure (ORCA input):
```
! RIJCOSX wB97M-V def2-TZVPD def2/J DEFGRID3
* xyz -2 1
Sn -0.864 -1.370 -0.477
S -6.328 -0.037 1.041
C -7.936 0.348 1.490
C -7.985 1.363 2.392
C -6.699 1.843 2.736
C -5.684 1.189 2.091
C -4.240 1.358 2.211
C -3.375 0.538 1.461
N -2.078 0.478 1.594
C -1.475 1.350 2.459
C -2.260 2.302 3.180
C -1.626 3.268 4.011
C -0.289 3.324 4.116
C 0.546 2.393 3.440
C 1.939 2.473 3.527
C 2.722 1.550 2.885
C 2.039 0.515 2.195
N 0.734 0.415 2.086
C -0.031 1.362 2.652
C 4.180 1.646 2.889
C 4.961 2.555 3.559
C 6.338 2.418 3.296
C 6.596 1.397 2.434
S 5.171 0.606 1.921
C -3.653 2.252 3.068
H -8.753 -0.199 1.053
H -8.903 1.754 2.803
H -6.540 2.645 3.440
H -3.790 -0.111 0.698
H -2.248 3.966 4.560
H 0.184 4.073 4.739
H 2.386 3.289 4.082
H 2.607 -0.284 1.739
H 4.559 3.299 4.230
H 7.100 3.053 3.723
H 7.549 1.082 2.044
H -4.253 2.931 3.663
C 0.291 -2.459 -7.098
C -0.249 -1.542 -6.036
C 0.471 -1.333 -4.866
C -0.042 -0.526 -3.866
C -1.272 0.085 -4.029
C -1.989 -0.092 -5.201
C -1.477 -0.910 -6.197
S -1.894 1.028 -2.633
O -2.897 1.936 -3.163
O -0.751 1.625 -1.981
N -2.538 -0.008 -1.611
C -3.715 -0.674 -2.098
C -3.636 -2.209 -1.920
O -4.607 -2.879 -2.280
O -2.571 -2.669 -1.387
H 1.380 -2.470 -7.084
H -0.043 -2.155 -8.091
H -0.055 -3.479 -6.918
H 1.432 -1.813 -4.739
H 0.510 -0.323 -2.955
H -2.933 0.420 -5.333
H -2.035 -1.059 -7.115
H -3.889 -0.481 -3.162
H -4.608 -0.339 -1.550
O -0.420 -6.223 6.443
N 0.368 -5.765 5.619
O 1.569 -5.965 5.717
C -0.162 -4.988 4.542
C -1.526 -4.857 4.510
C -2.186 -4.102 3.525
C -3.588 -3.947 3.521
C -4.175 -3.236 2.514
C -3.359 -2.672 1.526
N -2.049 -2.772 1.520
C -1.448 -3.480 2.489
C -0.012 -3.658 2.467
N 0.636 -3.159 1.412
C 1.939 -3.304 1.335
C 2.694 -3.903 2.340
C 2.048 -4.446 3.424
C 0.644 -4.375 3.506
H -2.110 -5.358 5.268
H -4.165 -4.408 4.312
H -5.246 -3.105 2.471
H -3.799 -2.149 0.688
H 2.401 -2.956 0.419
H 3.771 -3.950 2.267
H 2.602 -4.950 4.196
S 5.015 4.249 -5.214
C 4.472 3.775 -3.716
S 4.412 2.107 -3.233
C 3.642 2.588 -1.664
N 3.536 3.872 -1.589
N 3.993 4.539 -2.701
C 3.802 5.939 -2.680
C 2.802 6.432 -1.835
C 2.552 7.790 -1.780
C 3.294 8.674 -2.550
C 4.300 8.185 -3.366
C 4.569 6.826 -3.432
S 3.248 1.464 -0.494
H 2.232 5.733 -1.244
H 1.755 8.160 -1.149
H 3.091 9.738 -2.510
H 4.879 8.867 -3.976
H 5.357 6.457 -4.064
C 2.050 -5.066 -2.852
C 2.582 -3.808 -2.610
C 1.777 -2.802 -2.080
C 0.435 -3.034 -1.783
C -0.089 -4.300 -2.042
C 0.711 -5.306 -2.577
H 2.675 -5.853 -3.262
H 3.627 -3.605 -2.832
H 2.212 -1.823 -1.903
H -1.134 -4.495 -1.834
H 0.290 -6.288 -2.778
*
```

***

Record 3
C5H24NO9 | wB97M-V/def2-TZVPD

The HOMO energy is -6.80 eV. The LUMO energy comes out at 3.02 eV. For the gap between HOMO and LUMO, the calculation gives 9.83 eV. The value obtained for the relative energy (zero: lowest compared OMol25 entry of this formula, charge and spin) is 147.82 kJ/mol. The calculated total energy is -936.8803 a.u.

Structure (ORCA input):
```
! RIJCOSX wB97M-V def2-TZVPD def2/J DEFGRID3
* xyz -1 1
C -1.277 -0.310 -1.469
N -1.017 0.880 -2.255
C -1.330 1.055 -3.537
O -1.017 2.028 -4.216
C -2.753 -0.746 -1.089
C -2.858 -0.925 0.401
C -2.228 -2.235 0.913
O -1.310 -2.021 1.937
H -0.626 -1.094 -1.902
H -0.814 -0.168 -0.483
H -0.598 1.678 -1.779
H -1.668 0.187 -4.123
H -3.094 -1.566 -1.726
H -3.338 0.162 -1.341
H -2.341 -0.106 0.884
H -3.799 -0.921 0.960
H -3.023 -2.942 1.271
H -1.811 -2.926 0.164
H 1.874 -0.497 0.807
H 2.404 0.397 -0.455
O 2.766 -0.277 0.143
H 3.204 -1.531 -2.568
H 1.848 -1.191 -2.050
O 2.330 -1.277 -2.881
H 3.941 0.237 2.752
H 3.465 0.599 1.316
O 3.884 0.980 2.148
H 0.464 -1.916 4.272
H 1.146 -0.477 4.028
O 1.034 -1.229 4.620
H 0.348 2.150 0.351
H 1.479 2.564 -0.744
O 0.558 2.640 -0.483
H -0.617 -1.342 1.775
H 1.292 -1.067 2.280
O 0.854 -0.482 1.656
H 0.274 1.066 1.868
H -0.989 1.812 2.111
O -0.053 2.004 1.991
*
```

***

Record 4
C20H23ClF4N3OPt | wB97M-V/def2-TZVPD

The HOMO energy (spin up / spin down) is -10.37 / -10.37 eV. The LUMO energy (spin up / spin down) comes out at -4.16 / -4.16 eV. For the gap between HOMO and LUMO (spin up / spin down), the calculation gives 6.21 / 6.21 eV. The calculated total energy is -1994.1324 a.u.

Structure (ORCA input):
```
! RIJCOSX wB97M-V def2-TZVPD def2/J DEFGRID3
* xyz 1 1
Pt -0.309 0.333 -0.231
C -3.138 -0.743 -1.290
N -1.914 -1.452 -0.910
C -1.553 -2.418 -1.939
C -2.040 -2.078 0.424
C -2.120 -1.063 1.565
N -0.969 -0.156 1.583
C -0.604 0.359 2.822
C 0.669 0.887 3.082
F 1.618 0.948 2.124
C 1.037 1.391 4.316
F 2.279 1.872 4.442
C 0.179 1.402 5.393
C -1.082 0.888 5.165
F -1.991 0.895 6.142
C -1.469 0.391 3.934
F -2.767 0.040 3.835
H -3.981 -1.439 -1.380
H -2.982 -0.249 -2.248
H -3.389 0.017 -0.550
H -2.335 -3.174 -2.079
H -0.640 -2.938 -1.647
H -1.396 -1.902 -2.886
H -1.152 -2.697 0.565
H -2.922 -2.729 0.470
H -2.104 -1.644 2.487
H -3.071 -0.526 1.542
H 0.469 1.796 6.355
N 2.116 0.447 -3.571
C 1.409 0.065 -2.523
O 0.369 0.697 -2.204
C 1.761 -1.135 -1.685
C 1.333 -0.870 -0.227
H 1.816 1.243 -4.112
H 2.935 -0.059 -3.859
H 2.814 -1.414 -1.745
H 1.186 -1.955 -2.123
H 2.093 -0.349 0.342
H 1.066 -1.786 0.298
Cl -1.724 3.299 2.383
C -2.365 3.055 0.797
C -3.712 3.295 0.592
C -4.249 3.182 -0.682
C -3.438 2.856 -1.763
C -2.095 2.620 -1.551
C -1.523 2.691 -0.267
C -0.083 2.419 -0.143
H -4.331 3.579 1.432
H -5.303 3.375 -0.831
H -3.852 2.795 -2.760
H -1.451 2.361 -2.382
H 0.475 2.779 0.712
H 0.442 2.589 -1.076
*
```

***

Record 5
ClH3NO2P | wB97M-V/def2-TZVPD

The HOMO energy is -10.23 eV. The LUMO energy comes out at -0.21 eV. For the gap between HOMO and LUMO, the calculation gives 10.02 eV. The value obtained for the relative energy (zero: lowest compared OMol25 entry of this formula, charge and spin) is 228.91 kJ/mol. Its SMILES is NOP=O.Cl. The calculated total energy is -1008.5658 a.u.

Structure (ORCA input):
```
! RIJCOSX wB97M-V def2-TZVPD def2/J DEFGRID3
* xyz 0 1
N -1.142 1.494 0.825
O -0.486 1.474 -0.417
P 0.124 0.130 -1.086
O -0.234 -0.992 -0.221
H -1.997 2.033 0.692
H -1.365 0.526 1.071
Cl 3.174 -2.232 -0.549
H 1.927 -2.433 -0.316
*
```

***

Record 6
C5H8ClN2O | wB97M-V/def2-TZVPD

The HOMO energy is -11.69 eV. The LUMO energy comes out at -3.97 eV. For the gap between HOMO and LUMO, the calculation gives 7.72 eV. The value obtained for the relative energy (zero: lowest compared OMol25 entry of this formula, charge and spin) is 295.77 kJ/mol. Its SMILES is [NH3+]/C=N/C=C\C=C(/O)Cl. The calculated total energy is -839.9074 a.u.

Structure (ORCA input):
```
! RIJCOSX wB97M-V def2-TZVPD def2/J DEFGRID3
* xyz 1 1
N -2.591 -1.441 -0.188
C -1.519 -0.577 -0.471
N -1.372 0.498 0.167
C -0.530 1.581 0.255
C 0.765 1.722 -0.051
C 1.933 0.935 -0.318
C 2.373 -0.244 0.139
O 1.562 -1.137 0.740
Cl 3.978 -0.631 -0.044
H -2.308 -2.443 0.044
H -3.446 -1.183 -0.722
H -2.913 -1.193 0.788
H -0.802 -0.876 -1.229
H -0.930 2.522 0.747
H 0.945 2.770 -0.052
H 2.743 1.543 -0.797
H 2.112 -1.843 0.991
*
```